Entry from the OMol25 dataset: H35O18 as an isolated structure at a distorted geometry (the ωB97M-V functional and the def2-TZVPD basis).

The geometry in XYZ format:
```
53
Properties=species:S:1:pos:R:3:forces:R:3
O -2.84014 4.82593 0.36299 0.4 -3.2 -1.9
O -3.03498 -1.37685 -2.03512 -0.1 -0.6 0.5
O 0.88596 2.33601 -4.57261 0.3 0.2 0.1
O -4.94023 0.50264 -1.86892 -0.5 -0.2 -0.3
O -1.03417 2.90683 5.00498 0.4 -0.5 -0.7
O 4.41541 -2.43634 -3.78618 0.3 1.0 0.4
O 2.74110 -1.47475 0.10011 0.5 -1.0 0.3
O -1.03692 -0.18544 0.11144 0.5 0.1 0.2
O 3.29706 -1.54449 2.69864 0.6 -0.3 0.0
O 3.22245 -2.76451 4.99108 -0.3 -0.4 0.3
O 0.27183 -4.23120 0.72356 0.1 0.7 -1.7
O 4.04786 -3.79965 -0.87941 1.3 1.8 -0.7
O -0.47112 -0.50540 -3.73827 -0.9 -0.4 0.6
O 1.26948 0.67144 0.26845 -0.6 0.0 -0.3
O -1.92488 1.97783 -1.67669 -0.8 0.8 -0.1
O -1.98191 -0.24498 2.74040 0.1 -0.2 -0.7
O 2.53040 2.52386 1.83993 0.1 -0.3 0.0
O -5.38121 2.84081 -0.09979 0.0 0.3 0.2
H -4.68110 2.25503 -0.38198 0.2 -0.1 -0.1
H 1.92237 1.89339 1.39867 -0.4 0.1 -0.2
H 3.51284 -0.95707 -0.14249 -0.2 0.4 -0.2
H 0.80655 2.61794 -5.47892 0.3 0.1 -0.6
H 3.78798 -3.43186 -0.03622 -0.8 -0.3 0.7
H -4.40701 0.78927 -1.12848 0.2 -0.1 0.0
H 1.28619 1.03824 -0.63721 0.3 -0.3 0.7
H -1.64396 -0.32710 1.80402 -0.4 0.3 0.4
H -3.22586 3.90512 0.38879 -0.2 1.3 1.3
H 3.15726 -2.77972 4.02947 0.6 -0.1 -0.4
H -0.02776 2.32150 -4.30841 -0.5 -0.4 0.4
H 1.08076 -4.35656 1.20325 0.6 -0.2 0.7
H -1.60083 2.22486 5.34773 -0.8 -0.2 0.8
H -0.93381 -0.28437 -2.90800 0.4 0.3 -0.1
H -5.84133 0.77761 -1.67185 0.0 0.2 0.2
H -0.72083 2.40310 4.23688 0.3 0.7 -0.2
H 4.50800 -2.96298 -1.18430 -0.5 -1.7 0.0
H -1.50246 1.27676 -1.16659 0.6 -0.5 0.2
H 2.57549 -2.07868 5.13892 -0.2 0.3 0.7
H 2.10838 -0.83074 0.50465 -0.1 0.7 -1.0
H -3.75104 -2.01428 -2.03025 -0.1 -0.5 -0.9
H -1.00475 -1.29467 -3.93022 0.4 0.2 -0.4
H 2.54328 -0.99237 2.93543 0.1 0.1 -0.6
H 3.35797 2.11054 1.57857 0.3 0.2 0.2
H 4.42046 -1.56453 -3.36003 0.2 0.2 -0.8
H -1.17323 -0.10665 3.22929 0.2 0.0 0.3
H -3.28710 -1.00287 -1.18862 0.7 0.8 0.3
H 0.07720 0.17755 0.24507 -0.3 0.2 -0.1
H -1.38409 2.28904 -2.41008 0.1 -0.4 0.4
H 0.61861 -3.81141 -0.10606 -0.7 -0.5 1.0
H -0.97018 -1.13586 -0.03109 -0.1 0.0 -0.2
H -2.24448 4.43656 -0.34524 0.1 1.7 0.7
H 3.36205 -1.66474 1.72344 -0.8 0.4 0.6
H 3.99259 -2.89205 -3.07038 -0.7 -1.3 0.3
H -4.95670 3.70215 -0.17826 -0.3 0.3 0.0
```
Positions in Å, forces in eV/Å.

The net charge is -1. The gap between HOMO and LUMO is 9.318 eV. The calculation puts the energy above the lowest of the compared OMol25 structures with the same formula, charge and spin at 1.361 eV.